Molecular formula: C28H46N6O9PS
Method: DFT, ωB97M-V with the def2-TZVPD basis set

Structure (XYZ):
```
91
Properties=species:S:1:pos:R:3:forces:R:3
O 1.10322 -1.15037 -1.56544 -6.38 5.68 4.54
C 0.26003 -0.28887 -0.93095 6.82 -3.31 -3.39
O -1.10490 -0.76447 -0.65907 2.01 1.62 -5.48
O -1.30319 -1.01828 0.60285 -2.30 2.21 5.94
C -2.04440 0.05315 1.28451 1.72 1.02 7.02
O -1.76755 0.22418 2.60719 -2.31 -1.16 -9.22
C -3.20024 1.01743 0.63692 -3.63 2.30 -1.31
C -4.52133 1.39876 1.58924 0.39 1.99 -4.34
C -5.67523 2.42289 0.94346 3.25 -1.45 -1.34
N -5.56414 3.00425 -0.47968 3.98 -3.07 0.72
P -6.77050 4.15299 -1.17902 -1.86 1.76 0.73
S -8.38799 4.34864 -0.11649 1.03 -0.51 -0.54
C -4.38844 2.65920 -1.41812 1.22 -2.52 4.11
C -3.20549 1.66391 -0.87244 -2.53 0.75 1.81
C 0.86696 1.19769 -0.60110 1.13 4.25 1.20
C 2.15165 1.42318 0.44492 -0.93 2.82 -1.38
C 2.80332 2.91740 0.77210 -2.86 0.68 -2.81
C 2.20602 4.31699 0.08537 -2.37 -5.07 -1.55
C 0.94625 4.10526 -0.96389 1.47 -2.74 1.76
C 0.29862 2.60375 -1.30004 2.40 0.62 2.30
H -4.67244 1.01415 2.68469 0.40 0.81 -2.42
H -6.61683 2.73506 1.56390 1.90 -0.53 -1.53
H -7.01344 3.80857 -2.58042 0.84 -0.24 1.15
H -6.09056 5.45486 -1.23095 0.08 -1.53 -0.15
H -4.34080 3.10820 -2.51051 -0.32 -0.95 2.61
H -2.31310 1.38774 -1.57773 -2.08 0.69 1.48
H 2.67696 0.51466 0.98406 -1.38 1.99 -1.32
H 3.72134 3.06878 1.50517 -2.35 -0.84 -1.80
H 2.64486 5.38522 0.27621 -0.91 -2.42 -0.34
H 0.47210 5.05818 -1.49800 1.12 -2.44 1.20
H -0.58282 2.61095 -2.08865 2.13 -0.19 1.77
C -2.20292 -4.33562 4.43831 0.55 -0.07 0.78
O -2.50578 -5.41929 4.92208 0.42 0.99 -0.22
N -1.46593 -3.35609 5.06902 -0.81 -0.80 -0.87
C -1.14869 -2.09707 4.42706 -0.01 -0.26 0.21
C -0.99289 -3.59220 6.41706 -0.10 -0.34 0.08
H -2.51225 -4.05442 3.41863 0.07 0.13 -0.02
H -0.06130 -1.99241 4.37134 -0.09 0.21 -0.12
H -1.56564 -1.28066 5.02390 0.11 0.12 -0.19
H -1.56576 -2.05273 3.41737 0.09 -0.13 0.27
H -0.35543 -4.48147 6.41983 -0.06 0.11 0.20
H -1.85260 -3.77316 7.06927 0.22 -0.03 0.09
H -0.42672 -2.73195 6.78385 -0.13 -0.12 -0.17
C 3.98303 2.90989 4.42586 1.11 0.20 0.74
O 4.01116 2.55916 3.25270 0.43 0.03 0.95
N 5.08719 3.14144 5.21810 -1.61 -0.25 -0.90
C 4.97001 3.55535 6.60115 0.13 -0.02 -0.05
C 6.40764 2.96561 4.65047 0.00 -0.11 -0.34
H 3.02997 3.07238 4.95480 0.10 0.00 0.06
H 5.46567 4.52264 6.72423 -0.09 -0.08 0.19
H 5.45765 2.80992 7.23608 -0.08 0.17 0.11
H 3.92182 3.64884 6.89772 0.16 -0.04 -0.13
H 6.51924 3.63759 3.79422 0.17 -0.14 0.07
H 6.51124 1.93305 4.30359 0.17 0.16 -0.02
H 7.17948 3.18402 5.39322 -0.25 -0.02 -0.10
C 0.38303 -1.37192 -6.72868 0.96 -0.06 -0.31
O 0.41116 -1.72266 -7.90184 0.16 0.28 1.07
N 1.48719 -1.14037 -5.93644 -1.42 -0.15 -0.48
C 1.37001 -0.72647 -4.55339 0.26 -0.16 -0.30
C 2.80764 -1.31621 -6.50408 -0.09 0.00 -0.43
H -0.57003 -1.20944 -6.19974 0.02 0.04 0.14
H 1.86567 0.24083 -4.43032 -0.05 -0.03 0.23
H 1.85765 -1.47190 -3.91847 -0.12 0.22 0.12
H 0.32182 -0.63298 -4.25683 0.12 -0.08 -0.13
H 2.91924 -0.64422 -7.36032 0.19 -0.16 0.09
H 2.91124 -2.34877 -6.85096 0.13 0.08 0.00
H 3.57948 -1.09780 -5.76133 -0.22 -0.01 -0.04
C -7.31302 -2.71508 5.49446 -0.30 -1.02 0.07
O -8.49703 -2.70354 5.80767 1.02 -0.17 -0.30
N -6.55368 -3.84530 5.27902 -0.56 1.51 0.10
C -5.15483 -3.77494 4.91004 -0.31 -0.21 0.21
C -7.17337 -5.14574 5.42598 -0.31 0.01 0.10
H -6.74552 -1.78050 5.35660 0.15 -0.02 -0.03
H -5.01872 -4.26785 3.94309 0.22 0.00 0.10
H -4.56181 -4.29032 5.67115 0.09 0.07 -0.27
H -4.81824 -2.73744 4.83458 -0.13 -0.05 0.05
H -8.01118 -5.22177 4.72636 0.04 -0.16 0.16
H -7.55648 -5.24411 6.44617 -0.04 -0.16 -0.17
H -6.45203 -5.94218 5.22485 -0.06 0.25 0.03
C 5.17794 0.74930 -9.12851 -0.01 -0.82 -0.04
O 3.99393 0.76084 -8.81529 0.89 -0.22 -0.21
N 5.93728 -0.38092 -9.34394 -0.58 1.36 0.20
C 7.33613 -0.31056 -9.71292 -0.16 -0.14 0.03
C 5.31759 -1.68136 -9.19698 -0.32 0.08 0.06
H 5.74545 1.68388 -9.26636 0.09 -0.09 -0.04
H 7.47224 -0.80347 -10.67987 0.21 0.08 0.07
H 7.92916 -0.82594 -8.95181 0.15 0.07 -0.16
H 7.67272 0.72694 -9.78839 -0.14 -0.15 0.03
H 4.47979 -1.75739 -9.89660 0.03 -0.17 0.17
H 4.93448 -1.77973 -8.17679 0.00 -0.18 -0.18
H 6.03893 -2.47780 -9.39811 -0.07 0.24 0.02
```
Forces are in eV/Å.

* LUMO energy: -6.314 eV
* strongest force on any atom: 0.1881 hartree/bohr
* charge: +1
* HOMO-LUMO gap: 3.846 eV
* relative energy (zero: lowest compared OMol25 entry of this formula, charge and spin): 1853.12 kJ/mol
* E_tot: -77244.60335 eV

Molecular formula: C28H47Br2F3IN2O7PS
Method: DFT, ωB97M-V with the def2-TZVPD basis set

Structure (XYZ):
```
92
Properties=species:S:1:pos:R:3:forces:R:3
C -1.87939 -3.11904 -2.36495 -0.62 1.04 -0.28
C -2.75608 -2.01099 -2.60271 0.79 -2.94 -0.74
N -2.56881 -0.57233 -2.22013 -2.07 -0.13 0.91
C -1.20079 -0.02837 -2.48171 3.47 -0.61 -0.70
I -1.18049 1.59601 -3.99131 -0.37 -0.91 0.79
C -0.27941 0.27806 -1.21487 -0.44 0.31 0.76
C 1.25112 0.18836 -1.70518 0.07 -0.02 -0.80
C 2.16124 1.45056 -1.30490 0.34 0.12 -0.67
C 1.60027 2.87673 -1.79633 1.19 0.64 1.43
C 1.97926 3.98791 -0.65608 -2.18 0.22 -0.48
C 1.01746 3.77859 0.65040 0.41 -1.10 -0.07
C 1.80543 3.94672 2.04365 -0.97 -0.07 -0.17
C 1.44609 2.85703 3.16689 0.49 0.86 1.01
C 2.68462 2.73602 4.21778 -0.26 -1.61 0.04
C 3.72493 1.55175 3.80480 -0.14 0.12 0.23
C 4.77418 2.03248 2.68491 -1.02 0.70 0.08
C -0.66896 -0.73912 -0.01395 0.61 -0.51 -0.97
C 0.38884 -0.48346 1.15543 1.44 -0.09 0.30
C 1.55687 -1.63358 1.19873 -0.94 -0.78 1.14
C 1.58632 -2.42612 2.62224 1.35 0.17 -0.16
Br 3.39444 -0.90014 0.95165 -0.77 -0.27 -0.17
C -2.23532 -0.72218 0.38500 -0.68 0.38 1.49
C -2.56156 0.23433 1.66744 0.85 -0.22 0.59
C -2.74317 -2.18767 0.91378 0.14 -0.79 -0.37
C -1.65458 -3.00013 1.74581 -0.02 1.84 4.12
O -1.55024 -2.71931 2.97527 -0.20 -1.50 -4.91
O -0.84432 -4.05054 1.18156 -2.23 0.20 1.65
C -1.12647 -5.21073 2.02411 -2.40 -4.64 1.07
C -0.17370 -5.64657 3.25152 0.55 1.49 0.11
O -2.11208 -5.96617 1.81129 3.91 4.04 0.01
C -3.17108 -0.18969 -0.85629 0.05 0.44 0.57
C -3.34007 1.41403 -0.89312 -0.08 1.50 -0.39
C -4.63280 2.03061 -0.18739 -0.23 1.15 4.89
O -4.71806 2.43172 0.98995 0.84 -1.69 -5.36
Br -6.31536 2.29074 -1.27178 1.12 -0.24 0.14
P -4.93729 -0.97686 -0.81123 -1.74 -0.34 2.96
N -5.64464 -0.78506 0.64218 0.05 0.73 -2.41
H -1.63297 -3.59758 -1.35725 1.01 1.81 -1.25
H -1.40226 -3.61001 -3.29574 -2.18 -0.31 1.37
H -3.76133 -2.28299 -3.10315 2.26 1.24 -0.63
H -3.18554 -0.05836 -2.89432 0.60 -0.58 0.39
H -0.62650 -0.84413 -3.07088 -1.10 1.30 0.92
H -0.40679 1.34008 -0.77060 -0.15 -1.58 -0.97
H 1.23764 0.17135 -2.86355 0.10 0.06 1.78
H 1.72160 -0.82676 -1.41506 -0.72 1.71 -0.28
H 2.40043 1.54390 -0.19318 -0.50 -0.45 -1.38
H 3.17622 1.30051 -1.84052 -1.62 0.10 0.93
H 2.17034 3.19609 -2.73101 -1.30 -0.61 0.92
H 0.46120 2.93837 -1.88958 1.68 -0.20 -0.22
H 1.62280 4.99145 -1.11199 1.18 -1.38 0.74
H 3.08813 3.99422 -0.39359 -1.52 0.00 -0.37
H 0.63467 2.68276 0.62461 0.57 1.61 0.00
H 0.06320 4.42339 0.58722 1.62 -0.80 0.10
H 2.92050 3.85929 1.82369 -1.50 0.44 0.38
H 1.50070 4.97824 2.46620 1.05 -1.54 -0.57
H 0.54894 3.21997 3.78940 1.14 -0.51 -1.10
H 1.17042 1.82314 2.76991 0.54 1.38 0.31
H 3.24621 3.72332 4.32526 -0.91 -1.24 -0.03
H 2.23945 2.38839 5.22892 0.75 0.90 -1.48
H 4.30587 1.15817 4.72400 -0.97 0.86 -1.31
H 3.06202 0.66845 3.46514 1.25 1.28 0.30
H 4.27352 1.92693 1.65461 1.05 0.00 1.39
H 5.78934 1.51434 2.73188 -1.54 0.59 -0.17
H 4.91669 3.17082 2.84077 0.09 -1.83 -0.24
H -0.44966 -1.80143 -0.42784 -0.41 1.58 0.59
H 0.92873 0.52856 0.99371 -1.08 -1.66 0.15
H -0.01212 -0.45292 2.21881 0.10 -0.05 -1.57
H 1.41722 -2.43550 0.40077 0.23 1.39 0.83
H 1.40609 -3.53638 2.42339 -0.06 1.69 0.47
H 0.90511 -1.96928 3.41275 0.64 -0.82 -1.25
H 2.65800 -2.36012 3.05257 -1.78 -0.12 -0.70
H -2.07879 1.27209 1.56790 -0.91 -1.46 0.06
H -3.68046 0.28200 1.90044 1.58 0.07 -0.72
H -2.08451 -0.22713 2.61809 -0.71 0.56 -1.74
H -3.10013 -2.87512 0.08082 0.57 0.92 0.92
H -3.63218 -2.04144 1.64200 1.57 -0.21 -1.22
H 0.22385 -4.70143 3.76920 -0.58 -1.38 -0.85
H 0.73643 -6.25050 2.91605 -1.37 0.84 0.12
H -0.73454 -6.24290 4.04931 0.43 0.81 -1.63
H -2.43708 1.96661 -0.42627 -1.55 -1.14 -0.55
H -3.39138 1.84803 -1.96777 0.06 -1.11 1.53
H -4.90086 -2.41066 -0.98147 0.73 0.95 -0.68
H -5.72659 -0.45691 -1.89535 0.92 -0.29 0.05
H -6.52436 -0.26018 0.42880 0.83 -0.36 0.65
C 2.53659 -0.54670 -7.32413 0.15 -0.09 -1.33
F 2.73480 -1.81185 -7.76709 -0.13 0.47 0.60
F 3.55387 0.18999 -7.83042 -0.43 -0.24 0.65
F 1.41193 -0.10601 -7.94258 0.29 -0.11 0.61
S 2.42627 -0.44307 -5.47054 0.56 0.08 1.96
O 3.70113 -0.95008 -4.97990 -0.68 0.18 -0.87
O 1.28735 -1.28715 -5.10205 0.01 0.28 -0.55
O 2.21437 0.97256 -5.17279 -0.16 -0.50 -0.64
```
Forces are in eV/Å.

* LUMO energy: -2.880 eV
* strongest force on any atom: 0.1106 hartree/bohr
* HOMO-LUMO gap: 5.576 eV
* relative energy (zero: lowest compared OMol25 entry of this formula, charge and spin): 836.99 kJ/mol
* E_tot: -223560.53452 eV